[1]
This record from OMol25 describes C7H14N2 in the gas phase in a non-equilibrium geometry. The level of theory is ωB97M-V with the def2-TZVPD basis set.

Last column: Löwdin charge in e.
Element x y z (Å)
H 4.22 -1.80 0.10  0.0662
N 3.22 -1.47 0.10  0.0487
C 2.81 -1.37 -1.08  -0.3300
N 1.48 -0.98 -1.29  -0.0069
C 0.78 -0.46 -0.18  -0.0873
C -0.46 0.09 -0.37  -0.2752
C -1.37 -0.20 -1.62  -0.0414
C -1.13 0.94 0.62  -0.4090
C -0.01 1.70 1.36  -0.0905
C -2.16 0.13 1.55  -0.0404
H 3.40 -1.65 -1.99  0.1245
H 0.95 -1.09 -2.22  0.1615
H 1.23 -0.55 0.78  0.0870
H -2.41 -0.34 -1.36  0.0636
H -1.13 -1.06 -2.17  0.0316
H -1.39 0.77 -2.18  0.0973
H -1.69 1.69 -0.03  0.1436
H 0.42 2.46 0.62  0.1064
H -0.43 2.28 2.22  0.0741
H 0.75 1.03 1.82  0.0741
H -2.50 0.90 2.23  0.0605
H -1.64 -0.61 2.14  0.0685
H -2.94 -0.40 0.96  0.0730

The calculation puts the HOMO-LUMO gap at 8.435 eV. The calculation puts the HOMO energy at -7.543 eV. The value obtained for the energy relative to the best compared isomer or geometry (same formula, charge and spin) is 40.4 kcal/mol.

---

[2]
This record from OMol25 describes 4 unconnected molecules or ions with the total composition C28H53NO16P4S in a non-equilibrium geometry. The level of theory is ωB97M-V with the def2-TZVPD basis set.

Last column: Löwdin charge in e.
Element x y z (Å)
N 1.05 -7.21 4.70  -0.1555
P -0.27 -7.54 3.95  0.5035
O 0.13 -8.14 2.51  -0.1436
O -1.03 -8.64 4.83  -0.1365
C -1.35 -6.09 3.79  -0.1572
C -0.85 -4.80 3.96  -0.0487
C -1.66 -3.68 3.85  -0.0385
C -3.02 -3.80 3.59  0.0148
C -3.53 -5.08 3.44  -0.0924
C -2.72 -6.21 3.52  -0.0801
C -3.39 -7.53 3.29  -0.3598
O -2.88 -8.43 2.68  0.1068
C -4.79 -7.61 3.85  -0.5109
S -5.35 -9.12 4.60  0.8134
C -5.56 -6.53 3.79  0.0064
C -5.00 -5.28 3.18  -0.3272
O -5.67 -4.50 2.55  0.1392
H 1.10 -6.24 4.97  -0.0444
H 0.84 -8.77 2.71  0.0845
H -1.54 -9.26 4.28  0.0695
H 0.20 -4.66 4.18  0.1044
H -1.21 -2.71 3.96  0.1139
H -3.67 -2.94 3.50  0.1267
H -5.23 -8.79 5.90  -0.1156
H -6.56 -6.56 4.20  0.1235
C 1.83 0.26 -2.51  -0.0752
C 2.33 -1.07 -1.97  -0.2760
O 1.26 -1.81 -1.37  -0.1962
P 0.15 -2.53 -2.30  0.5568
O 0.85 -3.60 -3.05  -0.2165
O -0.63 -3.42 -1.16  -0.2317
C -0.97 -4.79 -1.39  -0.2926
C -0.03 -5.70 -0.63  -0.0680
O -0.90 -1.29 -2.07  -0.2133
C -2.31 -1.51 -2.18  -0.2621
C -2.95 -1.40 -0.81  -0.0616
H 1.15 0.11 -3.35  0.0729
H 2.67 0.87 -2.84  0.0782
H 1.28 0.80 -1.74  0.0608
H 2.79 -1.65 -2.77  0.1147
H 3.08 -0.91 -1.20  0.1060
H -0.98 -5.02 -2.45  0.1051
H -1.99 -4.92 -1.02  0.1143
H 1.01 -5.52 -0.91  0.0799
H -0.27 -6.75 -0.83  0.0800
H -0.12 -5.52 0.44  0.0662
H -2.54 -2.47 -2.65  0.1145
H -2.72 -0.73 -2.83  0.1158
H -2.62 -2.20 -0.16  0.0682
H -4.03 -1.44 -0.88  0.0839
H -2.65 -0.46 -0.33  0.0693
C -2.52 5.62 -5.19  -0.0833
C -3.76 5.98 -4.39  -0.2804
O -3.91 5.13 -3.25  -0.1925
P -3.00 5.41 -1.93  0.5373
O -3.49 6.70 -1.37  -0.2220
O -3.69 4.34 -0.88  -0.2292
C -4.03 4.73 0.45  -0.2992
C -5.53 4.93 0.57  -0.0742
O -1.85 4.35 -2.32  -0.1953
C -1.02 3.77 -1.29  -0.2525
C -1.36 2.30 -1.16  -0.0731
H -1.61 5.86 -4.63  0.0678
H -2.50 6.19 -6.13  0.0773
H -2.50 4.56 -5.42  0.0814
H -3.74 7.02 -4.08  0.1111
H -4.65 5.83 -5.00  0.1176
H -3.49 5.62 0.75  0.1040
H -3.72 3.91 1.11  0.1143
H -5.88 5.67 -0.15  0.0776
H -5.79 5.26 1.57  0.0766
H -6.05 4.00 0.36  0.0766
H -1.15 4.29 -0.34  0.1148
H 0.02 3.88 -1.60  0.1160
H -2.37 2.15 -0.79  0.0698
H -0.67 1.81 -0.47  0.0802
H -1.30 1.81 -2.13  0.0823
C 8.69 4.31 -2.08  -0.0828
C 8.02 2.98 -1.81  -0.2787
O 7.11 3.05 -0.70  -0.1906
P 5.65 3.71 -0.92  0.5396
O 4.91 2.78 -1.81  -0.2284
O 4.96 3.36 0.53  -0.2252
C 3.65 2.82 0.61  -0.2971
C 3.71 1.34 0.92  -0.0709
O 6.08 5.19 -0.41  -0.1974
C 5.08 6.09 0.11  -0.2581
C 5.31 6.27 1.59  -0.0671
H 7.97 5.04 -2.44  0.0679
H 9.47 4.20 -2.83  0.0778
H 9.13 4.71 -1.17  0.0817
H 7.50 2.61 -2.70  0.1110
H 8.77 2.23 -1.54  0.1182
H 3.09 3.00 -0.31  0.0964
H 3.13 3.35 1.41  0.1160
H 4.31 0.80 0.19  0.0725
H 2.71 0.91 0.95  0.0760
H 4.18 1.18 1.90  0.0788
H 4.07 5.73 -0.09  0.1128
H 5.20 7.04 -0.40  0.1177
H 5.14 5.35 2.14  0.0720
H 4.65 7.04 1.99  0.0816
H 6.35 6.56 1.79  0.0839

The calculation puts the HOMO-LUMO gap at 7.409 eV. The calculation puts the HOMO energy at -8.810 eV. The value obtained for the energy relative to the best compared isomer or geometry (same formula, charge and spin) is 0.0 kcal/mol.

---

[3]
This record from OMol25 describes C3H3NO in the gas phase in a non-equilibrium geometry. The level of theory is ωB97M-V with the def2-TZVPD basis set.

Last column: Löwdin charge in e.
Element x y z (Å)
C -1.01 -0.22 0.25  0.0784
C 0.24 0.11 -0.12  -0.4169
O 0.51 1.13 -0.97  0.0594
C 1.40 -0.57 0.41  -0.1441
N 2.30 -1.12 0.89  0.1706
H -1.85 0.44 0.04  0.0778
H -1.22 -1.12 0.80  0.0712
H -0.36 1.36 -1.30  0.1037

The calculation puts the HOMO-LUMO gap at 10.403 eV. The calculation puts the HOMO energy at -9.956 eV. The value obtained for the energy relative to the best compared isomer or geometry (same formula, charge and spin) is 16.9 kcal/mol.

---

[4]
This record from OMol25 describes a molecular structure, C39H31CaF10N9O2. The level of theory is ωB97M-V with the def2-TZVPD basis set.

Last column: Löwdin charge in e.
Element x y z (Å)
Ca -0.57 -0.33 0.13  1.3661
C 2.73 -0.47 -1.17  -0.1063
N 2.01 0.32 -0.18  -0.2574
C 2.03 1.75 -0.57  -0.1825
C 0.79 2.10 -1.39  -0.2479
N -0.41 1.92 -0.58  -0.1145
C -0.64 2.82 0.40  -0.2314
C -1.58 2.48 1.41  -0.1443
F -2.17 1.26 1.31  0.0056
C -1.92 3.25 2.49  -0.1560
F -2.81 2.80 3.38  0.1128
C -1.32 4.49 2.67  -0.1604
F -1.64 5.28 3.71  0.1002
C -0.40 4.90 1.72  -0.1550
F 0.19 6.09 1.85  0.1101
C -0.08 4.10 0.63  -0.1403
F 0.83 4.63 -0.22  0.0632
C 2.62 0.10 1.14  -0.1988
C 1.77 0.56 2.31  -0.2348
N 0.49 -0.11 2.26  -0.1007
C -0.25 -0.25 3.37  -0.2317
C -0.05 0.26 4.68  -0.1321
F 1.00 1.06 4.95  0.0743
C -0.92 0.01 5.73  -0.1537
F -0.65 0.52 6.93  0.1151
C -2.06 -0.76 5.57  -0.1620
F -2.89 -1.01 6.60  0.0967
C -2.32 -1.27 4.31  -0.1599
F -3.41 -2.01 4.08  0.0987
C -1.44 -1.01 3.28  -0.1475
F -1.75 -1.53 2.04  -0.0153
H 3.82 -0.30 -1.11  0.0929
H 2.41 -0.19 -2.18  0.0714
H 2.54 -1.53 -1.02  0.0750
H 2.96 1.98 -1.12  0.1245
H 2.03 2.36 0.33  0.1056
H 0.71 1.40 -2.23  0.0880
H 0.90 3.09 -1.83  0.1050
H 3.61 0.58 1.18  0.1274
H 2.78 -0.98 1.24  0.1106
H 1.66 1.66 2.29  0.1105
H 2.34 0.33 3.22  0.1151
C -8.93 1.86 -11.10  -0.0783
O -9.36 1.53 -9.79  -0.0743
C -8.41 1.29 -8.86  -0.2800
C -7.04 1.34 -9.10  -0.0138
C -6.16 1.07 -8.07  -0.0275
C -6.61 0.74 -6.80  -0.1596
C -7.99 0.71 -6.57  -0.0126
C -8.88 0.97 -7.58  0.0114
C -5.70 0.44 -5.69  -0.2613
N -6.03 0.40 -4.42  0.1930
C -4.87 0.07 -3.76  -0.1680
C -3.83 -0.10 -4.64  -0.1293
N -4.37 0.15 -5.88  0.1818
C -2.52 -0.47 -4.24  -0.0693
C -1.44 -0.72 -5.11  0.0049
C -0.24 -1.13 -4.59  -0.0337
C -0.12 -1.26 -3.20  -0.1256
N -1.10 -1.00 -2.37  0.0631
C -2.30 -0.64 -2.86  -0.1352
C -3.40 -0.46 -1.90  -0.1390
N -3.13 -0.68 -0.60  0.0650
C -4.12 -0.57 0.27  -0.1203
C -5.43 -0.23 -0.09  -0.0239
C -5.71 0.00 -1.41  0.0165
C -4.68 -0.12 -2.35  -0.0719
H -9.84 2.01 -11.69  0.0934
H -8.35 1.05 -11.55  0.0955
H -8.34 2.78 -11.10  0.0960
H -6.66 1.59 -10.08  0.1028
H -5.10 1.14 -8.27  0.1072
H -8.35 0.46 -5.58  0.1148
H -9.95 0.94 -7.42  0.1231
H -3.91 0.07 -6.77  0.1480
H -1.57 -0.60 -6.18  0.1147
H 0.60 -1.35 -5.23  0.1102
H 0.81 -1.59 -2.76  0.0946
H -3.87 -0.74 1.31  0.1025
H -6.19 -0.15 0.67  0.1120
H -6.70 0.27 -1.75  0.1210
C 1.20 -3.60 2.32  -0.0472
N 0.04 -4.09 1.58  0.0341
C -0.36 -3.49 0.45  -0.6257
N -1.52 -3.95 -0.12  0.1795
O 0.29 -2.58 -0.08  -0.0925
H 2.13 -3.92 1.86  0.0880
H 1.15 -3.99 3.33  0.0900
H 1.17 -2.51 2.36  0.0607
H -0.49 -4.86 1.95  0.1382
H -2.22 -4.37 0.47  0.1039
H -1.88 -3.33 -0.83  0.0870

The calculation puts the HOMO-LUMO gap at 5.986 eV. The calculation puts the HOMO energy at -6.538 eV. The value obtained for the energy relative to the best compared isomer or geometry (same formula, charge and spin) is 0.0 kcal/mol.

---

[5]
This record from OMol25 describes C18H21ClN2O4S in the gas phase in a non-equilibrium geometry. The level of theory is ωB97M-V with the def2-TZVPD basis set.

Last column: Löwdin charge in e.
Element x y z (Å)
O 3.45 -1.87 0.62  0.0649
C 2.28 -1.83 0.31  -0.4952
C 1.83 -1.61 -1.13  -0.0428
C 1.66 -0.10 -1.39  -0.2597
N 0.59 0.48 -0.58  -0.0574
S -0.97 -0.07 -0.82  0.6905
O -1.33 -0.93 0.29  -0.3059
O -1.11 -0.60 -2.14  -0.2346
C -1.88 1.45 -0.66  -0.2633
C -1.97 2.29 -1.75  -0.0383
C -2.65 3.49 -1.64  -0.0793
C -3.23 3.83 -0.43  -0.6658
Cl -4.07 5.33 -0.28  0.6958
C -3.15 2.99 0.67  -0.0856
C -2.47 1.79 0.55  -0.0474
C 1.38 0.19 -2.83  -0.2757
C 1.50 -0.56 -3.96  -0.0162
C 1.09 0.28 -5.03  -0.0474
C 0.75 1.46 -4.47  -0.1176
O 0.92 1.43 -3.14  0.0297
N 1.27 -1.93 1.19  0.1111
C 1.50 -2.06 2.62  -0.3031
C 1.40 -0.70 3.33  -0.1325
C -0.11 -0.46 3.48  -0.1754
C -0.77 -1.86 3.41  -0.1770
C 0.38 -2.86 3.27  -0.1354
H 0.89 -2.11 -1.35  0.1228
H 2.62 -1.99 -1.79  0.1295
H 2.58 0.42 -1.10  0.1714
H 0.81 0.48 0.40  0.1036
H -1.51 1.99 -2.68  0.1059
H -2.73 4.16 -2.49  0.1102
H -3.61 3.27 1.60  0.1098
H -2.40 1.10 1.38  0.1073
H 1.83 -1.57 -4.04  0.1125
H 1.05 0.01 -6.07  0.1022
H 0.38 2.38 -4.89  0.1203
H 0.31 -1.82 0.90  0.0953
H 2.49 -2.50 2.74  0.1464
H 1.90 0.09 2.77  0.1103
H 1.87 -0.78 4.31  0.1154
H -0.33 0.04 4.42  0.1041
H -0.48 0.16 2.67  0.0764
H -1.37 -2.07 4.29  0.1045
H -1.42 -1.91 2.54  0.0854
H 0.10 -3.73 2.67  0.1152
H 0.71 -3.21 4.25  0.1155

The calculation puts the HOMO-LUMO gap at 8.994 eV. The calculation puts the HOMO energy at -8.714 eV. The value obtained for the energy relative to the best compared isomer or geometry (same formula, charge and spin) is 14.8 kcal/mol.

---

[6]
This record from OMol25 describes a molecular structure, C37H31AsIN2O8P2S2V in a non-equilibrium geometry. The level of theory is ωB97M-V with the def2-TZVPD basis set.

Last column: Löwdin charge in e.
Element x y z (Å)
V 0.36 -0.91 1.23  0.7384
I -1.73 0.52 3.77  1.0769
C -0.03 1.70 3.96  -0.6162
C -0.18 2.73 4.87  -0.1987
C 0.87 3.60 5.16  -0.0979
C 2.07 3.42 4.53  -0.0535
C 2.25 2.38 3.59  -0.1642
C 3.53 2.26 2.98  -0.0412
C 3.76 1.31 2.05  -0.0894
C 2.72 0.41 1.71  -0.1702
C 1.47 0.44 2.27  -0.1538
C 1.20 1.47 3.26  -0.1823
H -1.13 2.85 5.36  0.0674
H 0.73 4.40 5.87  0.0977
H 2.91 4.07 4.74  0.1058
H 4.29 2.98 3.26  0.1076
H 4.71 1.24 1.54  0.1041
H 2.97 -0.33 0.97  0.0634
O -2.42 -3.78 2.10  -0.1095
P -0.85 -3.63 1.99  0.2651
O -0.08 -4.57 2.80  -0.2383
O -0.54 -2.11 2.24  -0.4392
O -0.56 -3.81 0.40  -0.2673
P -1.63 -3.25 -0.69  0.1961
O -0.89 -3.52 -2.07  -0.1149
O -2.87 -4.07 -0.58  -0.2823
O -1.78 -1.77 -0.41  -0.4244
H -2.86 -3.97 1.24  0.0468
H -1.22 -4.35 -2.43  0.0874
S 0.91 -0.99 -1.14  0.7834
C 2.61 -0.98 -1.64  -0.6001
C 3.05 -2.22 -2.13  -0.1761
C 4.35 -2.44 -2.52  -0.1260
C 5.25 -1.36 -2.42  -0.1206
C 4.81 -0.13 -2.00  -0.1465
C 3.47 0.14 -1.62  -0.7562
S 2.98 1.73 -1.21  0.6245
H 2.32 -3.03 -2.20  0.0818
H 4.67 -3.40 -2.89  0.0845
H 6.28 -1.49 -2.71  0.0900
H 5.50 0.71 -1.96  0.0811
N 2.97 -4.35 1.74  0.0879
C 3.08 -3.79 2.99  -0.0790
C 2.54 -2.55 2.88  -0.1125
N 2.10 -2.36 1.58  -0.0229
C 2.35 -3.47 0.94  -0.1712
H 3.14 -5.32 1.51  0.1561
H 3.49 -4.32 3.83  0.1107
H 2.44 -1.78 3.62  0.1156
H 2.15 -3.64 -0.10  0.1144
O -0.67 0.37 0.63  -0.6163
As -1.42 0.46 -0.99  1.2186
C -2.05 -0.13 -2.78  -0.2595
C -1.73 0.63 -3.90  -0.0830
C -2.33 0.37 -5.13  -0.0846
C -3.27 -0.64 -5.25  -0.0952
C -3.61 -1.38 -4.13  -0.0747
C -3.02 -1.13 -2.90  -0.0942
C -0.72 2.25 -1.29  -0.2961
C 0.28 2.54 -2.21  -0.2096
C 0.79 3.83 -2.30  -0.1302
C 0.34 4.82 -1.45  -0.0890
C -0.61 4.51 -0.48  -0.0837
C -1.13 3.23 -0.39  -0.0959
C -3.22 0.82 -0.34  -0.2854
C -3.98 1.79 -0.98  -0.0997
C -5.28 2.03 -0.58  -0.0879
C -5.84 1.30 0.46  -0.0956
C -5.08 0.32 1.09  -0.0787
C -3.78 0.08 0.69  -0.1139
H -1.02 1.43 -3.84  0.0781
H -2.06 0.97 -5.99  0.1006
H -3.73 -0.85 -6.21  0.0969
H -4.36 -2.16 -4.20  0.1042
H -3.35 -1.69 -2.04  0.0908
H 0.72 1.76 -2.81  0.0737
H 1.59 4.03 -3.00  0.0982
H 0.76 5.82 -1.51  0.0973
H -0.93 5.27 0.23  0.0976
H -1.85 3.00 0.38  0.1049
H -3.56 2.36 -1.80  0.1095
H -5.87 2.79 -1.08  0.0976
H -6.85 1.49 0.78  0.0957
H -5.51 -0.26 1.90  0.1031
H -3.20 -0.70 1.17  0.0735

The expectation value of S² is 0.78. The spin multiplicity is 2. The calculation puts the HOMO-LUMO gap (spin up / spin down) at 5.440 / 5.695 eV. The calculation puts the HOMO energy (spin up / spin down) at -3.716 / -3.734 eV. Its net charge is -1. The value obtained for the energy relative to the best compared isomer or geometry (same formula, charge and spin) is 46.8 kcal/mol.

---

[7]
This record from OMol25 describes a molecular structure, C19H26N4O5S in a non-equilibrium geometry. The level of theory is ωB97M-V with the def2-TZVPD basis set.

Last column: Löwdin charge in e.
Element x y z (Å)
C 2.48 -1.05 -1.96  -0.1639
H 3.61 -0.84 -2.16  0.1343
O 1.87 0.05 -1.46  -0.1461
C 2.44 0.15 -0.02  -0.1017
C 1.66 1.03 0.76  0.0435
N 0.24 0.32 1.18  0.0729
C -0.89 0.21 0.50  -0.2701
N -1.71 -0.69 0.78  0.1102
N -1.23 -1.08 1.99  0.0681
C -0.05 -0.40 2.16  -0.8129
S 0.79 -0.72 3.51  1.0501
C 1.84 -2.32 3.06  -0.2712
C 1.32 -2.89 2.04  -0.6380
O 1.47 -2.95 0.88  0.0952
N 0.08 -3.62 2.31  -0.0163
C -0.74 -3.53 3.80  -0.0917
H 0.02 -2.97 4.53  0.1001
C -1.06 -4.95 4.16  -0.2028
H -1.70 -4.95 4.82  0.0186
O -1.94 -5.60 3.15  -0.1606
C -1.10 -5.70 1.81  -0.1140
C -0.98 -4.29 1.49  -0.2203
H -0.36 -4.28 0.43  0.1658
H -1.87 -3.64 1.34  0.1247
H -1.83 -6.28 0.89  0.1972
H -0.26 -6.17 1.86  0.0382
H 0.02 -5.47 4.32  0.1733
H -1.71 -2.98 3.43  0.1291
H 2.79 -1.88 2.87  0.0890
H 1.96 -2.65 4.09  0.0964
C -1.12 0.76 -1.14  0.0680
H -1.96 0.50 -1.47  0.0341
H -0.34 0.45 -1.76  0.0692
O -0.79 2.23 -0.82  -0.0791
C -0.92 3.01 -1.93  -0.2844
C -1.39 2.53 -3.37  0.0521
C -1.15 3.43 -4.44  0.0479
C -1.24 4.93 -3.92  -0.0450
C -0.86 5.26 -2.79  -0.3684
C -0.93 4.26 -1.68  0.0328
H -0.64 4.87 -0.64  0.1989
O -0.81 6.54 -2.24  -0.0973
C -0.64 7.51 -3.35  -0.0921
H -1.54 7.62 -3.82  0.0265
H 0.12 7.26 -4.22  0.1180
H -0.43 8.66 -3.01  0.1349
H -1.04 5.64 -4.88  0.1493
H -1.35 3.31 -5.29  -0.0388
H -1.37 1.46 -3.62  0.0919
H 1.12 1.78 0.27  0.1124
H 1.88 1.28 1.67  0.0630
H 3.40 0.54 -0.05  0.1270
H 2.46 -0.79 0.29  0.0603
H 2.08 -1.03 -2.90  0.0689
H 2.32 -1.89 -1.40  0.0529

The calculation puts the HOMO-LUMO gap at 8.603 eV. The calculation puts the HOMO energy at -8.619 eV. The value obtained for the energy relative to the best compared isomer or geometry (same formula, charge and spin) is 489.1 kcal/mol.